1.
60
Properties=species:S:1:pos:R:3:nbo_charge:R:1 method="wB97M-V/def2-TZVPD" e_lumo_ev="-12.4 / -13.1" e_tot_ev=-213522.665 charge=+3 multiplicity=2 fmax_ev_per_a=1.98
Rh -0.23347 0.84866 -0.32444 0.933
C -2.16688 -2.95323 0.52019 -0.661
C -2.53781 -1.57456 -0.02753 0.280
C -3.92442 -1.16505 0.43503 -0.635
C -2.38289 -1.53435 -1.53942 -0.653
O -1.57380 -0.61202 0.57119 -0.909
Ge -0.05430 -1.18240 1.40996 1.940
O 0.75512 -1.05628 -0.21072 -0.932
C 2.11946 -1.54305 -0.61391 0.289
C 2.84558 -1.92562 0.66534 -0.659
C 2.79908 -0.39366 -1.32509 -0.649
C 1.88982 -2.72742 -1.52857 -0.641
O 0.34236 0.63877 1.53375 -0.800
C 0.35537 1.51292 2.78041 0.305
C 1.75105 2.08713 2.86972 -0.647
C -0.70572 2.58007 2.64177 -0.653
C 0.04015 0.54398 3.90667 -0.663
H -2.88163 -3.70521 0.18942 0.291
H -2.19203 -2.94289 1.61623 0.236
H -1.17851 -3.26230 0.15553 0.220
H -4.66061 -1.83433 -0.01017 0.262
H -4.16157 -0.14631 0.12543 0.211
H -4.01380 -1.22780 1.51909 0.239
H -2.80838 -2.43016 -1.98956 0.278
H -1.32967 -1.49941 -1.83561 0.214
H -2.91445 -0.68250 -1.96268 0.206
H 2.89429 -1.08074 1.36004 0.217
H 3.87124 -2.22571 0.45291 0.283
H 2.35949 -2.78118 1.14810 0.232
H 2.97465 0.44739 -0.64813 0.211
H 2.20337 -0.07480 -2.18401 0.206
H 3.76434 -0.72648 -1.70506 0.278
H 1.35310 -3.52695 -1.01579 0.228
H 2.85062 -3.12846 -1.85105 0.264
H 1.32779 -2.44134 -2.41839 0.227
H 2.02116 2.60929 1.95053 0.220
H 2.49575 1.31582 3.06602 0.238
H 1.78779 2.80793 3.68711 0.268
H -0.37660 3.34763 1.94034 0.201
H -0.85256 3.06388 3.60675 0.282
H -1.66685 2.15936 2.33693 0.222
H 0.77649 -0.26687 3.95252 0.233
H -0.97158 0.13475 3.81843 0.231
H 0.09597 1.06469 4.86306 0.294
C -2.93428 2.29653 -2.37559 -0.763
Se -2.24778 2.28317 -0.54605 0.645
C -1.55308 4.10802 -0.56109 -0.578
C -0.33193 4.22711 -1.43560 -0.573
Se 1.00362 2.85750 -1.01273 0.595
C 1.81851 2.71732 -2.77662 -0.754
H -3.89161 2.80390 -2.25996 0.285
H -3.08610 1.28060 -2.72195 0.263
H -2.27468 2.83843 -3.04594 0.246
H -1.38997 4.37537 0.47821 0.267
H -2.35787 4.73820 -0.94604 0.291
H 0.17546 5.18126 -1.28549 0.292
H -0.56680 4.12832 -2.49413 0.248
H 2.20766 3.71639 -2.96885 0.280
H 1.08958 2.42428 -3.52680 0.250
H 2.63488 2.00661 -2.70674 0.268

=====

2.
9
Properties=species:S:1:pos:R:3:nbo_charge:R:1 method="wB97M-V/def2-TZVPD" relative_energy_kcal_mol=189.4 e_lumo_ev=0.2 e_tot_ev=-18149.194 charge=0 fmax_ev_per_a=4.66
C 3.08594 -0.29337 -0.08112 0.711
C 1.90804 0.37526 -0.12553 -0.146
F 3.14574 -1.64016 -0.06279 -0.304
F 4.29853 0.20130 -0.03090 -0.268
F 2.38621 2.00773 0.15536 -0.435
Si 0.03373 0.05097 0.05169 0.859
H -0.41897 1.01406 0.93484 -0.127
H -0.19456 -1.32106 -0.02578 -0.134
H -0.30658 0.38471 -1.32818 -0.156

=====

3.
56
Properties=species:S:1:pos:R:3:nbo_charge:R:1 method="wB97M-V/def2-TZVPD" e_lumo_ev=-0.1 e_tot_ev=-432771.403 charge=0 fmax_ev_per_a=3.32 smiles="CO[P@@](=O)(O)OCOO.ClC(Cl)(Cl)Cl.ClC(Cl)(Cl)Cl.ClC(Cl)(Cl)Cl.ClC(Cl)(Cl)Cl.ClC(Cl)(Cl)Cl.ClC(Cl)(Cl)Cl.ClC(Cl)(Cl)Cl.ClC(Cl)(Cl)Cl"
C 0.79538 3.43265 3.35520 -0.286
O -0.56942 3.22236 3.77445 -0.800
P -1.06076 1.66095 3.54172 2.474
O -0.63218 1.03236 2.24482 -1.091
O -0.56879 0.70374 4.82086 -0.955
O -2.74171 1.58520 3.60586 -0.772
C -3.35001 2.75267 3.03459 0.172
O -3.94063 3.54060 4.07200 -0.272
O -3.05763 4.54738 4.48266 -0.445
H 0.83259 4.44139 2.88329 0.207
H 1.15649 2.71519 2.59121 0.228
H 1.46339 3.47354 4.24350 0.184
H -0.23217 1.25551 5.54009 0.502
H -2.68191 3.34547 2.37580 0.193
H -4.20156 2.42315 2.39926 0.198
H -2.66929 4.29034 5.33389 0.457
C 2.59454 -1.22897 3.15766 -0.214
Cl 2.80438 0.49047 3.54165 0.039
Cl 1.15263 -1.84722 3.97568 0.074
Cl 2.40465 -1.42240 1.40586 0.072
Cl 4.01963 -2.13260 3.70125 0.055
C 2.00068 -5.62641 -0.29641 -0.220
Cl 2.08511 -5.46191 -2.05863 0.049
Cl 3.26057 -6.74739 0.25253 0.048
Cl 2.24375 -4.04143 0.46921 0.051
Cl 0.40843 -6.26048 0.15809 0.050
C -5.59675 -0.01540 5.42876 -0.217
Cl -4.50381 0.90123 6.48145 0.050
Cl -6.20719 1.04075 4.14207 0.052
Cl -4.72020 -1.37667 4.70899 0.061
Cl -6.95887 -0.62732 6.38438 0.054
C 4.36966 -2.21041 -3.55053 -0.216
Cl 4.21510 -3.78833 -4.34694 0.042
Cl 6.08032 -1.75026 -3.48011 0.053
Cl 3.46737 -1.00058 -4.47693 0.057
Cl 3.71347 -2.30550 -1.90577 0.053
C -3.58749 2.33033 -1.39771 -0.222
Cl -2.21434 2.09002 -0.30221 0.073
Cl -3.34568 3.81792 -2.33206 0.052
Cl -3.70743 0.95118 -2.50360 0.058
Cl -5.08656 2.46333 -0.45809 0.045
C 0.45626 6.45981 0.12853 -0.222
Cl 2.07993 6.03249 -0.43925 0.056
Cl -0.26198 7.64675 -0.97369 0.059
Cl -0.55687 5.00470 0.16877 0.057
Cl 0.56404 7.16045 1.75504 0.049
C 0.52294 -1.75532 -7.63850 -0.222
Cl 1.35946 -2.79723 -6.47642 0.061
Cl 1.71850 -0.89535 -8.62558 0.053
Cl -0.50699 -2.74628 -8.68792 0.053
Cl -0.47763 -0.58061 -6.76561 0.054
C 3.53353 -6.83905 -7.48980 -0.217
Cl 5.13574 -7.25643 -8.12168 0.058
Cl 2.80207 -5.58881 -8.51037 0.060
Cl 2.50304 -8.28078 -7.48981 0.058
Cl 3.69425 -6.22876 -5.83151 0.049

=====

4.
34
Properties=species:S:1:pos:R:3:nbo_charge:R:1 method="wB97M-V/def2-TZVPD" relative_energy_kcal_mol=31.9 e_lumo_ev="-3.0 / -5.6" e_tot_ev=-14251.021 charge=+1 multiplicity=3 fmax_ev_per_a=5.17
C 1.67008 -0.63084 0.07217 0.316
C 2.60962 1.12907 -0.22556 0.528
C 1.95892 -1.25849 1.41321 -0.741
C 2.06029 2.18095 -1.07660 -0.733
C -4.43360 0.98785 0.12685 -0.606
C -0.05752 -2.32720 -0.78394 -0.616
C -3.02730 0.79539 0.74334 -0.378
C -2.09052 0.26809 -0.23718 -0.413
C -0.81934 -0.16220 0.45887 -0.369
C 0.25924 -0.81794 -0.52058 -0.333
N 2.92499 -0.31228 -0.86665 -0.666
O 3.41283 1.38895 0.77908 -0.675
H 1.10540 -1.98589 1.91448 0.285
H 2.23694 -0.58742 2.29473 0.226
H 2.88318 -1.85292 1.24286 0.228
H 2.86027 2.92121 -1.10962 0.261
H 1.15525 2.71750 -0.69018 0.266
H 1.70687 1.88803 -2.06050 0.248
H -4.37828 1.55860 -0.76379 0.216
H -4.67394 -0.04964 -0.20251 0.191
H -5.11118 1.11462 0.95255 0.231
H -0.94222 -2.66735 -1.42238 0.252
H -0.13642 -2.82362 0.15993 0.209
H 0.81131 -2.85416 -1.28987 0.208
H -3.02139 0.02046 1.59501 0.193
H -2.75092 1.76298 1.01021 0.197
H -2.62157 -0.65582 -0.56414 0.207
H -1.88913 1.01060 -1.00697 0.205
H -0.33855 0.70049 0.97948 0.200
H -1.03866 -0.88428 1.27398 0.209
H 0.06438 -0.33645 -1.53594 0.231
H 3.77028 -0.79931 -0.47957 0.454
H 2.63851 -0.49606 -1.83981 0.455
H 3.20218 1.05709 1.65901 0.517

=====

5.
17
Properties=species:S:1:pos:R:3:nbo_charge:R:1 method="wB97M-V/def2-TZVPD" relative_energy_kcal_mol=156.8 e_lumo_ev=0.8 e_tot_ev=-6846.729 charge=0 fmax_ev_per_a=0.40
C -1.68624 -0.98749 -1.59335 -0.630
C -0.27613 -0.47616 -1.38615 -0.486
C 0.09950 -0.12707 0.44198 -0.118
C 1.19060 -0.89217 1.11408 -0.438
N 1.31544 0.53247 0.58096 -0.448
C 1.22659 1.64374 1.51963 -0.423
H -1.78646 -2.02600 -1.26393 0.223
H -2.41678 -0.38046 -1.04789 0.215
H -1.94616 -0.94435 -2.65544 0.232
H 0.49604 -1.04604 -1.92491 0.257
H -0.12159 0.57289 -1.62368 0.259
H -0.88616 0.22145 0.73382 0.224
H 0.22180 -1.03660 -0.37923 0.421
H 0.90325 -0.87381 2.18276 0.144
H 0.86551 2.54699 1.01270 0.192
H 2.22995 1.84189 1.90455 0.210
H 0.57083 1.43072 2.38410 0.165

=====

6.
73
Properties=species:S:1:pos:R:3:lowdin_charge:R:1 method="wB97M-V/def2-TZVPD" relative_energy_kcal_mol=86.6 e_lumo_ev=-4.0 e_tot_ev=-112079.291 charge=+2 fmax_ev_per_a=3.65
Zr 0.05769 -0.07456 0.66142 1.930
F -0.47936 1.69238 1.81318 -0.503
F 0.85146 -1.65884 1.84771 -0.498
C -3.08177 -3.40805 -0.26000 -0.213
S -1.28254 -3.33516 -0.44959 0.954
O -0.89299 -1.85409 -0.26084 -0.703
C -0.80311 -4.24112 1.07702 -0.206
H -3.30257 -2.57530 -0.92775 0.037
H -3.43789 -3.20215 0.74940 0.061
H -3.61429 -4.17890 -0.81705 0.073
H 0.22477 -4.60341 1.09481 0.060
H -1.45029 -5.11819 1.07651 0.058
H -1.16914 -3.65129 1.91739 0.046
C 2.51613 -3.16469 -1.43830 -0.192
S 3.15450 -1.62632 -0.62983 1.006
O 1.87124 -0.81585 -0.38756 -0.721
C 3.91221 -0.71329 -2.08514 -0.204
H 3.31080 -3.82100 -1.79303 0.067
H 1.97606 -2.80571 -2.31439 0.023
H 1.79111 -3.73627 -0.85886 0.046
H 4.44156 0.13075 -1.64300 0.041
H 3.23493 -0.24485 -2.79924 0.020
H 4.60694 -1.26902 -2.71492 0.068
C -0.92535 0.63298 -4.06269 -0.220
S 0.26592 -0.41966 -3.14942 0.926
O -0.02014 -0.31513 -1.67820 -0.697
C -0.46387 -2.03514 -3.79595 -0.191
H -1.94048 0.32575 -3.81124 0.033
H -0.73217 0.45968 -5.12135 0.062
H -0.84763 1.70625 -3.88903 0.057
H 0.22648 -2.86296 -3.63399 0.042
H -0.77098 -1.88369 -4.83076 0.055
H -1.45702 -2.23164 -3.39204 0.048
C -3.77309 0.92358 -1.90830 -0.188
S -3.07793 1.25334 -0.18934 1.005
O -1.81299 0.39088 -0.25265 -0.720
C -2.70924 3.06363 -0.37951 -0.210
H -3.37402 -0.04923 -2.19551 0.035
H -3.61382 1.70614 -2.65014 0.060
H -4.80577 0.59164 -2.01551 0.061
H -2.18058 3.57977 0.42188 0.061
H -3.60389 3.58854 -0.71442 0.064
H -2.08830 3.27931 -1.24900 0.039
C 3.26522 0.14308 3.60113 -0.214
S 3.13137 1.26180 2.14676 0.978
O 1.88171 0.74083 1.46759 -0.738
C 2.62276 2.76647 3.01375 -0.233
H 3.92485 0.52099 4.38226 0.061
H 3.75520 -0.81781 3.44393 0.060
H 2.31362 -0.21146 3.99718 0.064
H 2.47498 3.63247 2.36854 0.027
H 3.41886 3.03579 3.70787 0.062
H 1.78120 2.71115 3.70427 0.077
C -3.14445 0.87480 3.37295 -0.210
S -2.75287 -0.92314 2.94147 0.961
O -1.66376 -0.83696 1.89344 -0.720
C -1.84691 -1.23921 4.48400 -0.227
H -3.63640 1.39731 2.55254 0.017
H -2.27837 1.47145 3.65933 0.054
H -3.77638 0.88221 4.26103 0.056
H -1.59270 -2.29776 4.42954 0.051
H -2.58005 -1.24711 5.29057 0.063
H -0.98354 -0.59825 4.66250 0.075
C 2.56679 2.46346 -2.37483 -0.207
S 1.11528 2.86314 -1.31159 0.963
O 0.84536 1.62774 -0.46408 -0.707
C 1.83502 4.11974 -0.13777 -0.198
H 3.06773 3.35640 -2.74876 0.072
H 2.34546 1.73472 -3.15460 0.032
H 3.33493 1.91387 -1.83076 0.037
H 2.82169 3.82276 0.21769 0.051
H 1.19705 4.32518 0.72181 0.059
H 1.82578 5.07725 -0.65851 0.061

=====

7.
14
Properties=species:S:1:pos:R:3:nbo_charge:R:1 method="wB97M-V/def2-TZVPD" relative_energy_kcal_mol=65.6 e_lumo_ev=1.0 e_tot_ev=-18286.926 charge=0 fmax_ev_per_a=6.58 smiles=NCC1(Cl)CC1
C -0.93307 0.91910 -0.19707 -0.187
C -0.17276 -0.48157 0.02586 -0.068
C 1.27563 -0.80138 0.06314 -0.470
C 0.48808 -1.60550 -0.80838 -0.377
H 0.27778 2.12159 0.65076 0.353
H -1.02527 2.09297 1.60485 0.385
H -2.03678 0.78398 -0.21383 0.214
H -0.42224 1.13652 -1.19655 0.172
H 1.59489 -1.31376 0.93741 0.251
H 1.61219 -0.09317 -0.58474 0.221
H 0.13685 -2.52407 -0.64618 0.221
H 0.45824 -1.23088 -1.92585 0.205
N -0.64801 1.93633 0.63520 -0.825
Cl -0.60554 -0.94015 1.65539 -0.096

=====

8.
92
Properties=species:S:1:pos:R:3:lowdin_charge:R:1 method="wB97M-V/def2-TZVPD" e_lumo_ev=0.8 e_tot_ev=-86280.227 charge=-1 fmax_ev_per_a=9.44
C 3.36064 2.12440 -0.34108 -0.192
C 2.10632 2.83487 0.18468 -0.582
S 0.64414 1.88248 -0.26592 0.830
C -0.68389 2.98022 0.34538 -0.661
N -1.78050 2.83114 -0.53759 -0.225
C -2.85464 3.71768 -0.21455 -0.440
C -4.05620 3.13950 -0.96443 -0.753
C -4.79468 2.08716 -0.17168 -0.200
I -5.42010 4.73213 -1.54084 0.693
H 3.80896 1.48934 0.42664 0.054
H 4.12218 2.83821 -0.66199 0.062
H 3.11507 1.49872 -1.20250 0.044
H 2.16363 2.94573 1.27077 0.069
H 2.01702 3.84035 -0.23490 0.048
H -0.89215 2.69090 1.40720 0.062
H -0.22895 3.99530 0.41523 0.055
H -3.12502 3.80338 0.86792 0.113
H -2.67836 4.75938 -0.52899 0.012
H -3.67913 2.74023 -1.90298 0.059
H -4.12361 1.23707 -0.05217 0.034
H -5.09747 2.47748 0.80432 0.071
H -5.70016 1.73305 -0.66473 0.058
C -1.11055 -3.69323 -2.00440 -0.147
C -0.94886 -2.42399 -2.54390 -0.010
C -2.00767 -1.52831 -2.54570 0.033
C -3.20837 -1.93577 -1.99509 -0.141
C -3.39672 -3.18930 -1.44657 0.008
C -2.33074 -4.07559 -1.45986 -0.012
N -4.32201 -0.95900 -1.94579 -0.340
O -4.12337 0.12047 -2.45185 0.083
O -5.33230 -1.28107 -1.35246 0.071
H -0.27744 -4.38480 -1.99975 0.049
H 0.00630 -2.12202 -2.95206 0.101
H -1.91044 -0.52650 -2.93738 0.129
H -4.35288 -3.44728 -1.01673 0.119
H -2.45222 -5.06266 -1.03340 0.119
C -2.33976 0.18090 1.24038 -0.065
C -1.48970 -0.88647 0.97483 -0.060
C -1.50199 -2.01691 1.76913 -0.004
C -2.37283 -2.06296 2.84195 -0.157
C -3.23449 -1.02129 3.13907 -0.005
C -3.21120 0.10014 2.32308 -0.051
N -2.37601 -3.26721 3.68512 -0.355
O -1.58941 -4.15048 3.39912 0.051
O -3.14902 -3.31889 4.62142 0.064
H -2.29825 1.05662 0.58173 0.064
H -0.79409 -0.81940 0.14805 0.084
H -0.83482 -2.84714 1.58770 0.098
H -3.89900 -1.09939 3.98654 0.113
H -3.87784 0.92600 2.53639 0.104
C 1.30632 -6.21137 0.75790 -0.064
C 0.32793 -5.35478 0.27281 -0.023
C 0.54884 -4.62651 -0.88457 -0.047
C 1.75645 -4.78424 -1.53839 -0.102
C 2.75226 -5.62375 -1.07676 0.000
C 2.51517 -6.34038 0.08631 -0.064
N 1.98840 -4.03145 -2.78905 -0.296
O 1.10041 -3.30565 -3.18492 0.026
O 3.05115 -4.19066 -3.35432 0.088
H 1.13807 -6.76434 1.67208 0.115
H -0.60728 -5.24249 0.80591 0.110
H -0.19212 -3.94494 -1.27932 -0.059
H 3.68067 -5.70554 -1.62124 0.117
H 3.28336 -6.99796 0.47161 0.107
C -1.57377 6.87758 -1.03653 -0.058
C -1.14323 8.18907 -0.88260 -0.066
C 0.17348 8.52901 -1.14777 -0.019
C 1.03225 7.52904 -1.56669 -0.155
C 0.63211 6.21388 -1.72470 0.005
C -0.68742 5.88813 -1.45330 -0.050
N 2.43394 7.88504 -1.85728 -0.358
O 2.77403 9.04110 -1.69197 0.056
O 3.17612 7.00729 -2.24681 0.067
H -2.59988 6.60208 -0.82648 0.074
H -1.83564 8.95264 -0.55305 0.103
H 0.53872 9.53833 -1.03525 0.111
H 1.34397 5.46773 -2.04486 0.115
H -1.02002 4.85761 -1.54830 0.088
C 6.23692 -1.81849 1.27420 -0.072
C 6.43276 -2.45519 2.49303 -0.071
C 5.38631 -3.12706 3.10496 -0.008
C 4.16171 -3.14295 2.46676 -0.142
C 3.93715 -2.51731 1.25434 0.005
C 4.99313 -1.84725 0.65745 -0.059
N 3.03315 -3.85981 3.10328 -0.340
O 3.22434 -4.38673 4.17923 0.079
O 1.98976 -3.87838 2.49044 0.074
H 7.05748 -1.29314 0.80360 0.106
H 7.40196 -2.42694 2.97268 0.105
H 5.50242 -3.62774 4.05442 0.117
H 2.95638 -2.55258 0.80373 0.119
H 4.83798 -1.34427 -0.28751 0.110